--- i ---
59
Properties=species:S:1:pos:R:3 method="wB97M-V/def2-TZVPD" charge=0 homo_ev=-10.5 spin_multiplicity=1 lumo_energy_ev=0.80 smiles="CCCCCCCCCCCCCCCCCCC(=O)O" orbital_gap_ev=11.27
C 2.87 -2.56 3.57
C 2.45 -1.12 3.31
C 3.46 -0.10 3.84
C 4.85 -0.18 3.22
C 4.90 -0.01 1.70
C 4.38 1.34 1.23
C 4.62 1.60 -0.26
C 3.93 0.60 -1.20
C 2.41 0.57 -1.05
C 1.77 -0.31 -2.12
C 0.26 -0.50 -1.92
C -0.54 0.79 -2.06
C -2.05 0.56 -2.12
C -2.61 -0.02 -0.82
C -4.14 -0.01 -0.78
C -4.77 -0.93 -1.83
C -6.27 -1.12 -1.63
C -7.06 0.19 -1.78
C -7.06 1.00 -0.51
O -7.13 0.56 0.61
O -7.00 2.32 -0.76
H 3.77 -2.82 3.02
H 2.08 -3.24 3.26
H 3.05 -2.71 4.63
H 1.49 -0.93 3.79
H 2.31 -0.97 2.23
H 3.05 0.91 3.68
H 3.55 -0.24 4.92
H 5.47 0.61 3.68
H 5.31 -1.13 3.49
H 4.32 -0.81 1.24
H 5.94 -0.12 1.38
H 3.31 1.43 1.44
H 4.88 2.13 1.80
H 5.69 1.57 -0.45
H 4.26 2.60 -0.50
H 4.18 0.87 -2.22
H 4.33 -0.40 -1.02
H 2.03 1.59 -1.14
H 2.14 0.19 -0.07
H 1.94 0.13 -3.11
H 2.25 -1.29 -2.10
H 0.09 -0.93 -0.93
H -0.10 -1.22 -2.65
H -0.22 1.29 -2.98
H -0.31 1.46 -1.23
H -2.54 1.51 -2.33
H -2.27 -0.12 -2.95
H -2.26 -1.04 -0.69
H -2.24 0.58 0.01
H -4.49 1.01 -0.93
H -4.47 -0.33 0.21
H -4.29 -1.91 -1.77
H -4.59 -0.52 -2.83
H -6.63 -1.83 -2.37
H -6.47 -1.53 -0.64
H -6.68 0.80 -2.60
H -8.11 -0.04 -1.99
H -7.04 2.82 0.07

--- ii ---
59
Properties=species:S:1:pos:R:3 method="wB97M-V/def2-TZVPD" charge=0 homo_ev=-10.1 spin_multiplicity=1 lumo_energy_ev=0.87 smiles="CCCCCCCCCCCCCCCC(=O)OC(C)C" orbital_gap_ev=10.94
C -0.72 -2.48 -1.82
C -0.60 -2.50 -0.30
C -1.70 -3.32 0.38
C -3.12 -2.81 0.15
C -3.34 -1.38 0.63
C -4.81 -0.96 0.55
C -4.99 0.52 0.88
C -4.57 1.44 -0.28
C -3.87 2.72 0.19
C -2.45 2.48 0.69
C -1.45 2.21 -0.44
C -0.07 1.85 0.09
C 0.91 1.56 -1.04
C 2.33 1.24 -0.56
C 2.41 -0.13 0.12
C 3.81 -0.53 0.55
O 4.03 -1.38 1.37
O 4.75 0.15 -0.09
C 6.12 -0.15 0.23
C 6.95 0.21 -0.99
C 6.55 0.63 1.47
H 0.14 -1.98 -2.26
H -1.61 -1.96 -2.14
H -0.75 -3.50 -2.21
H -0.62 -1.47 0.08
H 0.37 -2.93 -0.02
H -1.63 -4.35 0.03
H -1.50 -3.32 1.46
H -3.36 -2.88 -0.92
H -3.81 -3.48 0.67
H -2.74 -0.70 0.03
H -3.00 -1.30 1.67
H -5.39 -1.57 1.25
H -5.20 -1.17 -0.45
H -6.04 0.71 1.12
H -4.41 0.75 1.77
H -5.46 1.71 -0.86
H -3.91 0.90 -0.95
H -4.46 3.17 0.99
H -3.84 3.43 -0.63
H -2.11 3.36 1.25
H -2.44 1.63 1.38
H -1.39 3.09 -1.08
H -1.81 1.38 -1.06
H 0.31 2.68 0.69
H -0.15 0.98 0.74
H 0.96 2.44 -1.69
H 0.53 0.73 -1.64
H 3.00 1.24 -1.42
H 2.66 2.01 0.13
H 2.06 -0.91 -0.57
H 1.78 -0.17 1.00
H 6.19 -1.23 0.44
H 6.86 1.27 -1.20
H 8.00 -0.04 -0.82
H 6.60 -0.34 -1.86
H 5.94 0.34 2.32
H 6.44 1.69 1.29
H 7.59 0.41 1.70

Which of them is the most stable, and which is the least stable? i and ii, in that order.

--- i ---
24
Properties=species:S:1:pos:R:3 method="wB97M-V/def2-TZVPD" charge=+1 homo_ev="-12.4 / -12.4" spin_multiplicity=1 lumo_energy_ev="-4.12 / -4.13" orbital_gap_ev="8.29 / 8.28"
C -1.65 -0.44 -0.97
C 0.89 2.32 -1.00
C -0.80 -1.41 1.87
C 1.15 0.00 1.43
C 0.14 1.20 -1.66
C -0.37 -0.68 -0.35
N 0.36 -1.70 -0.85
N -0.27 -0.32 1.06
O -1.97 -0.92 -2.06
H -2.40 0.22 -0.32
H 0.68 3.38 -1.42
H 1.91 2.20 -1.13
H 0.58 2.59 0.02
H -1.13 -1.01 2.83
H -1.54 -1.82 1.31
H -0.04 -2.14 2.11
H 1.22 0.51 2.44
H 1.73 -0.90 1.36
H 1.37 0.68 0.61
H 0.73 0.63 -2.26
H -0.81 1.34 -2.05
H 0.56 -1.68 -1.85
H 0.48 -2.57 -0.34
H -0.83 0.53 1.19

--- ii ---
24
Properties=species:S:1:pos:R:3 method="wB97M-V/def2-TZVPD" charge=+1 homo_ev="-14.6 / -13.1" spin_multiplicity=1 lumo_energy_ev="-4.96 / -6.35" orbital_gap_ev="9.60 / 6.76"
C -0.96 1.81 -1.38
C -1.82 -0.68 1.44
C 2.10 -1.31 -0.75
C -0.37 0.40 -1.28
C -0.68 0.25 1.17
C 0.79 -1.36 -0.05
N 2.02 1.58 0.17
N 0.11 -0.06 -0.05
O 2.11 2.07 1.16
H -1.90 1.88 -0.99
H -0.41 2.48 -0.78
H -1.05 2.04 -2.43
H -2.60 -0.32 2.25
H -2.44 -0.69 0.52
H -1.44 -1.53 1.84
H 2.57 -0.26 -0.55
H 2.84 -2.19 -0.58
H 1.89 -1.42 -1.86
H 0.48 0.38 -1.94
H -1.06 -0.38 -1.60
H 0.17 0.14 1.96
H -1.13 1.36 1.04
H 0.85 -1.61 0.98
H 0.09 -2.10 -0.42

--- iii ---
24
Properties=species:S:1:pos:R:3 method="wB97M-V/def2-TZVPD" charge=+1 homo_ev=-12.7 spin_multiplicity=1 lumo_energy_ev=-3.92 orbital_gap_ev=8.76
C -1.92 -0.51 -0.02
C 0.49 1.33 -1.38
C 0.32 1.58 1.17
C 1.36 -1.47 -0.90
C 1.11 -1.07 1.42
C 0.78 0.78 0.01
N -2.71 0.58 -0.03
N 1.26 -0.44 0.10
O -2.53 -1.65 -0.48
H 1.47 1.70 -1.91
H 0.30 0.60 -2.12
H -0.21 2.17 -1.52
H -0.04 2.49 0.71
H -0.65 1.24 1.63
H 1.15 1.59 1.84
H 0.54 -1.48 -1.59
H 2.15 -1.19 -1.49
H 1.62 -2.39 -0.48
H 0.25 -1.64 1.61
H 1.88 -1.87 1.43
H 1.31 -0.26 2.12
H -2.35 1.47 0.37
H -3.65 0.71 -0.40
H -1.92 -2.26 -0.08

Which of them is the most stable, and which is the least stable? iii and ii, in that order.

--- i ---
32
Properties=species:S:1:pos:R:3 method="wB97M-V/def2-TZVPD" charge=+1 homo_ev=-11.0 spin_multiplicity=1 lumo_energy_ev=-2.72 orbital_gap_ev=8.31
C 2.42 0.88 1.64
C 2.04 0.67 0.21
C 2.08 1.66 -0.71
C 1.40 -0.42 -0.31
C 1.04 -0.12 -1.68
C 1.08 -1.68 0.19
C 0.38 -0.92 -2.56
C 0.39 -2.54 -0.67
C -0.05 -2.14 -1.99
N 1.51 1.17 -1.87
H 1.89 0.07 2.33
H 2.24 1.89 2.08
H 2.46 2.65 -0.53
H 1.45 1.61 -2.85
H 1.37 -1.91 1.21
H 0.03 -0.85 -3.54
H 0.34 -3.66 -0.32
H -0.55 -2.90 -2.65
H 3.53 0.74 1.87
C -2.61 -1.18 0.96
C -1.65 1.14 0.88
N -2.19 0.03 1.56
N -1.44 1.00 -0.47
N -1.42 2.35 1.39
H -2.48 0.24 2.57
H -1.67 0.07 -0.91
H -0.78 1.38 -1.18
H -1.81 2.64 2.24
H -0.78 2.99 0.95
H -1.87 -1.99 0.61
H -3.12 -1.09 0.00
H -3.22 -1.78 1.56

--- ii ---
32
Properties=species:S:1:pos:R:3 method="wB97M-V/def2-TZVPD" charge=+1 homo_ev=-13.0 spin_multiplicity=1 lumo_energy_ev=-2.65 smiles="C#C[C@]1([NH+]2CCCCC2)N=CCC(N)=N1" orbital_gap_ev=10.34
C -1.40 2.24 1.88
C -1.12 1.32 1.14
C -1.08 0.23 -0.21
N 0.41 -0.06 -0.40
C 1.28 1.18 -0.53
C 2.72 0.77 -0.81
C 3.21 -0.05 0.30
C 2.38 -1.40 0.44
C 0.89 -0.96 0.66
N -1.60 0.97 -1.42
C -2.85 1.10 -1.36
C -3.71 0.39 -0.34
C -3.07 -0.89 0.07
N -3.83 -1.92 0.35
N -1.80 -0.97 0.08
H -1.57 3.24 2.28
H 0.55 -0.52 -1.29
H 1.27 1.84 0.33
H 1.00 1.58 -1.44
H 3.33 1.65 -0.91
H 2.68 0.23 -1.83
H 4.21 -0.37 0.15
H 3.06 0.40 1.21
H 2.67 -1.88 -0.52
H 2.68 -2.02 1.21
H 0.22 -1.83 0.68
H 0.57 -0.43 1.64
H -3.23 1.75 -2.07
H -3.77 0.96 0.49
H -4.71 0.17 -0.62
H -4.68 -1.90 0.93
H -3.34 -2.79 0.75

--- iii ---
32
Properties=species:S:1:pos:R:3 method="wB97M-V/def2-TZVPD" charge=+1 homo_ev="-11.9 / -11.9" spin_multiplicity=1 lumo_energy_ev="-4.13 / -4.13" orbital_gap_ev="7.75 / 7.76"
C 0.38 0.35 -2.90
C 3.33 -0.31 0.43
C -0.94 -0.09 -3.11
C 1.99 1.43 0.21
C 3.02 1.04 0.93
C 0.83 0.42 -1.66
C 3.73 1.66 2.09
C -1.30 0.27 1.37
C -1.52 -2.09 0.66
C -3.54 -0.47 0.23
C -2.02 -0.62 0.34
N 2.61 -0.64 -0.57
N -1.71 -0.30 -2.02
N 1.76 0.47 -0.74
N -1.24 -0.37 -0.87
H 1.14 0.33 -3.61
H 4.19 -0.87 0.76
H -1.37 -0.05 -4.01
H 1.30 2.33 0.34
H 4.80 1.77 1.68
H 3.24 2.61 2.24
H 3.71 0.97 2.90
H -1.28 -0.35 2.22
H -0.38 0.36 1.08
H -1.70 1.29 1.45
H -2.12 -2.71 -0.04
H -0.48 -2.24 0.41
H -1.79 -2.28 1.70
H -4.06 -0.87 -0.71
H -4.11 -1.04 1.00
H -3.76 0.56 0.46
H -2.71 -0.57 -2.28

Which of them is the most stable, and which is the least stable? i and iii, in that order.